104
Properties=species:S:1:pos:R:3 method="wB97M-V/def2-TZVPD" lumo_energy_ev=-2.53 fmax_ha_per_bohr=0.077 energy_ha=-5433.45145 gap_ha=0.21493
K -6.86 -4.38 -4.21
As 0.12 -6.27 -3.11
F -0.55 -7.31 -1.84
F -1.41 -5.30 -3.06
F 0.86 -5.20 -4.37
F 1.65 -7.22 -3.01
F -0.42 -7.47 -4.37
F 0.86 -5.23 -1.80
C -2.30 -5.43 12.32
C -2.75 -4.93 10.97
O -1.78 -5.28 9.93
C -2.09 -5.20 8.66
O -3.09 -4.75 8.17
O -1.21 -5.89 8.06
C -1.49 -6.61 6.87
H -1.27 -5.08 12.44
H -2.40 -6.51 12.18
H -2.85 -5.08 13.19
H -2.67 -3.85 11.04
H -3.77 -5.26 10.80
H -2.43 -7.16 6.85
H -0.69 -7.31 6.65
H -1.46 -5.93 6.02
C 2.52 2.70 -2.54
C 2.23 4.03 -3.25
O 1.10 4.66 -2.62
C 1.25 5.89 -1.93
O 2.23 6.59 -1.91
O 0.12 6.15 -1.37
C 0.00 7.45 -0.70
H 2.93 2.67 -1.53
H 3.16 1.97 -3.04
H 1.55 2.20 -2.45
H 1.87 3.88 -4.27
H 3.13 4.65 -3.28
H 0.67 7.50 0.16
H -0.98 7.77 -0.34
H 0.25 8.36 -1.24
C 2.71 1.50 5.34
O 2.56 2.65 6.09
C 2.59 3.75 5.23
C 2.03 4.92 6.06
N 3.06 5.33 7.02
C 4.16 6.09 6.45
C 4.74 7.09 7.53
O 5.80 7.80 6.86
C 6.48 8.76 7.74
H 1.87 1.40 4.66
H 2.85 0.79 6.16
H 3.62 1.65 4.76
H 1.90 3.58 4.40
H 3.61 3.81 4.84
H 1.16 4.78 6.70
H 1.86 5.78 5.41
H 3.26 4.48 7.52
H 3.79 6.69 5.62
H 4.92 5.43 6.02
H 4.86 6.49 8.43
H 3.92 7.80 7.67
H 7.30 8.33 8.32
H 5.87 9.27 8.48
H 6.85 9.46 6.99
C -5.26 -0.92 -7.96
O -6.61 -1.09 -7.54
C -7.55 -0.92 -8.50
C -9.05 -1.20 -8.08
N -9.41 -0.69 -6.72
C -9.03 0.76 -6.58
C -9.67 1.37 -5.30
O -8.93 2.58 -5.10
C -9.08 3.26 -3.88
H -4.56 -1.02 -7.13
H -5.06 0.08 -8.35
H -5.01 -1.59 -8.77
H -7.46 -1.67 -9.29
H -7.52 0.09 -8.91
H -9.20 -2.28 -8.16
H -9.73 -0.69 -8.76
H -10.40 -0.78 -6.58
H -9.39 1.17 -7.52
H -7.95 0.81 -6.42
H -9.58 0.75 -4.41
H -10.74 1.56 -5.43
H -10.04 3.63 -3.51
H -8.43 4.12 -4.04
H -8.72 2.58 -3.11
C 6.27 -5.20 1.34
O 6.08 -4.32 0.19
H 5.79 -4.71 2.19
H 5.65 -6.07 1.10
H 7.30 -5.54 1.42
H 5.16 -4.04 0.20
C 9.51 -6.29 -4.77
O 8.29 -7.10 -4.56
H 10.16 -6.74 -5.52
H 9.33 -5.26 -5.06
H 10.07 -6.25 -3.83
H 7.71 -6.65 -3.95
C 5.26 -2.14 -10.50
O 5.29 -1.57 -9.25
H 6.23 -2.58 -10.77
H 4.48 -2.89 -10.42
H 4.88 -1.65 -11.39
H 5.15 -2.34 -8.70

97
Properties=species:S:1:pos:R:3 method="wB97M-V/def2-TZVPD" lumo_energy_ev=-3.44 fmax_ha_per_bohr=0.135 energy_ha=-3154.63277 total_charge=+1 gap_ha=0.24913
C 1.29 -3.33 5.14
C 1.98 -2.95 4.02
C 1.52 -1.83 3.16
N 0.01 -1.72 2.96
C -0.35 -0.29 3.18
C -1.72 0.13 2.67
P -2.95 0.04 4.02
O -2.48 -0.91 5.05
O -3.21 1.48 4.62
O -4.33 -0.43 3.41
C 0.92 0.39 2.67
C 2.01 -0.38 3.47
C 3.33 -0.19 2.67
C 2.16 0.03 4.94
Cl 3.63 -0.81 5.59
C 2.37 1.53 5.20
C 1.09 2.38 5.12
H 1.73 -3.18 6.12
H 0.33 -3.85 5.09
H 2.87 -3.48 3.69
H 1.89 -1.99 2.15
H -0.17 -1.88 1.97
H -0.60 -2.41 3.41
H -0.37 -0.12 4.25
H -1.66 1.16 2.33
H -2.10 -0.49 1.85
H -2.44 1.76 5.15
H -4.50 -1.33 3.73
H 0.99 0.17 1.60
H 0.94 1.47 2.73
H 3.90 -1.11 2.70
H 3.08 -0.01 1.62
H 3.93 0.63 3.06
H 1.34 -0.33 5.56
H 2.74 1.58 6.22
H 3.17 1.91 4.57
H 1.00 3.06 5.97
H 0.19 1.79 5.00
H 1.14 3.02 4.24
O -2.84 -3.21 -2.88
P -4.06 -2.37 -2.79
N -3.59 -1.11 -1.73
C -4.21 -0.79 -0.46
C -2.38 -0.39 -2.08
N -5.17 -3.44 -2.08
C -6.17 -3.07 -1.10
C -4.72 -4.81 -1.85
N -5.31 -1.52 -3.58
C -5.78 -2.27 -4.78
C -5.06 -0.13 -4.00
H -5.28 -0.62 -0.55
H -3.80 0.14 -0.06
H -4.03 -1.58 0.28
H -2.54 0.29 -2.93
H -1.57 -1.07 -2.36
H -2.02 0.22 -1.25
H -5.76 -3.01 -0.08
H -6.97 -3.82 -1.08
H -6.65 -2.13 -1.34
H -4.06 -4.89 -0.97
H -4.18 -5.19 -2.71
H -5.58 -5.46 -1.69
H -5.01 -2.31 -5.56
H -6.66 -1.78 -5.20
H -6.06 -3.28 -4.51
H -4.20 -0.04 -4.67
H -4.92 0.52 -3.14
H -5.94 0.23 -4.53
O 3.17 1.52 -0.78
P 3.80 2.25 -1.93
N 2.44 2.92 -2.71
C 1.95 2.55 -4.02
C 1.65 3.86 -1.94
N 4.38 0.83 -2.72
C 4.31 0.58 -4.15
C 4.28 -0.43 -2.00
N 5.00 3.12 -2.81
C 6.34 3.00 -2.17
C 4.78 4.56 -3.05
H 2.72 2.61 -4.79
H 1.16 3.24 -4.34
H 1.53 1.53 -4.04
H 2.16 4.83 -1.84
H 1.45 3.49 -0.94
H 0.69 4.05 -2.42
H 3.33 0.21 -4.46
H 5.05 -0.18 -4.43
H 4.56 1.47 -4.73
H 3.26 -0.84 -2.01
H 4.60 -0.32 -0.97
H 4.94 -1.17 -2.46
H 6.38 3.49 -1.20
H 7.10 3.44 -2.81
H 6.60 1.95 -2.04
H 4.64 5.14 -2.14
H 3.93 4.72 -3.71
H 5.65 4.96 -3.57

96
Properties=species:S:1:pos:R:3 method="wB97M-V/def2-TZVPD" spin_multiplicity=2 lumo_energy_ev="-2.64 / -7.30" fmax_ha_per_bohr=0.107 energy_ha=-3542.91924 total_charge=+1 s_squared=0.75 gap_ha="0.29209 / 0.12071"
Cu -0.43 3.42 -4.24
O 0.41 1.52 -0.68
C 0.77 2.68 -1.07
O 1.19 3.41 -0.17
O 0.50 3.03 -2.24
H 0.82 1.64 0.18
C -0.95 6.16 -0.68
C 0.50 6.64 -0.82
O 1.29 6.12 0.28
H -1.44 6.55 -1.57
H -1.48 6.67 0.12
H -1.26 5.11 -0.66
H 0.48 7.73 -0.81
H 0.96 6.23 -1.72
H 1.34 5.17 0.15
C 4.75 4.05 -0.83
C 4.70 2.69 -1.41
O 5.86 1.92 -1.21
H 5.04 3.95 0.22
H 3.80 4.57 -0.88
H 5.54 4.62 -1.31
H 4.53 2.74 -2.48
H 3.93 2.04 -1.01
H 6.55 2.49 -1.55
C 3.15 -0.70 3.99
O 3.74 -0.65 2.65
C 2.80 -0.58 1.56
C 3.45 -0.90 0.27
N 3.98 -2.28 0.30
C 3.02 -3.36 0.25
C 3.66 -4.60 0.72
O 4.31 -4.42 1.98
C 3.46 -4.68 3.09
H 2.30 -1.37 4.15
H 2.87 0.30 4.32
H 3.81 -1.16 4.72
H 2.30 0.38 1.56
H 1.95 -1.22 1.80
H 4.20 -0.19 -0.08
H 2.85 -0.78 -0.63
H 4.59 -2.34 1.10
H 2.81 -3.31 -0.82
H 2.07 -3.15 0.75
H 4.42 -4.99 0.04
H 2.84 -5.32 0.82
H 2.53 -4.12 2.96
H 3.99 -4.38 4.00
H 3.20 -5.74 3.15
C 1.13 -1.95 -3.84
O 0.11 -1.15 -3.21
C -0.20 -0.02 -3.95
C -1.54 0.52 -3.34
N -1.98 1.73 -4.03
C -3.12 2.07 -3.24
C -3.60 3.39 -3.84
O -2.51 4.32 -3.71
C -2.90 5.66 -3.82
H 1.07 -2.28 -4.88
H 1.70 -2.75 -3.37
H 1.97 -1.25 -3.92
H -0.32 -0.29 -5.00
H 0.67 0.62 -3.77
H -1.23 0.94 -2.39
H -2.22 -0.33 -3.21
H -2.53 1.43 -4.83
H -2.91 2.11 -2.17
H -3.83 1.26 -3.44
H -4.48 3.59 -3.23
H -3.91 3.33 -4.89
H -3.54 5.99 -3.01
H -3.49 5.85 -4.72
H -2.15 6.45 -3.78
C -1.05 -1.02 1.23
O -1.90 -2.20 1.48
C -3.14 -2.16 0.86
C -3.91 -3.50 0.87
N -3.63 -4.22 2.14
C -4.44 -3.83 3.35
C -4.13 -4.52 4.66
O -5.25 -4.45 5.53
C -5.22 -5.31 6.58
H -1.67 -0.12 1.32
H -0.70 -1.05 0.20
H -0.20 -0.87 1.89
H -2.96 -1.97 -0.20
H -3.79 -1.36 1.20
H -3.53 -4.16 0.10
H -4.96 -3.33 0.61
H -2.80 -3.71 2.39
H -5.52 -3.84 3.24
H -4.20 -2.79 3.56
H -3.20 -4.09 5.02
H -4.10 -5.60 4.46
H -5.96 -5.10 7.36
H -4.29 -5.30 7.16
H -5.37 -6.35 6.29